1.
Computed, not measured: a molecular structure, C24H25Cl3Ge2MnO4S in a non-equilibrium geometry, with ωB97M-V/def2-TZVPD.

Expectation value of S²: 1.196
Highest occupied orbital energy (alpha / beta), eV: -9.153 / -8.899
Strongest force on any atom, hartree/bohr: 0.131
2S+1: 2
HOMO-LUMO gap (alpha / beta), Eh: 0.2868 / 0.2170
E_LUMO (alpha / beta), hartree: -0.04959 / -0.11006

Atoms and positions in Å:
Mn 1.3359 1.2744 -1.5629
C -2.0452 2.9348 -0.9940
C -0.7090 3.3134 -0.3240
C -0.6188 2.6859 1.0676
C -0.5997 4.8360 -0.1803
C 0.3542 2.7727 -1.2181
H -2.8611 3.3055 -0.3826
H -2.1197 1.8536 -1.0726
H -2.1230 3.3693 -1.9866
H -1.3342 3.1595 1.7324
H 0.3877 2.8230 1.4567
H -0.8344 1.6231 1.0103
H -1.4426 5.2096 0.3977
H -0.6025 5.3271 -1.1476
H 0.3167 5.0911 0.3467
H 0.6203 3.5198 -1.9811
Cl 0.7752 -0.5578 -5.1751
Ge 0.2737 0.8516 -3.6452
Cl -1.3992 -0.2898 -2.4029
Cl -0.8814 2.3806 -4.6762
O 4.3440 1.3403 -3.4039
S 3.0708 1.3618 -2.7891
O 2.0269 2.1437 -3.5493
O 3.0313 1.9299 -1.4129
O 2.4111 0.0354 -2.5968
C 0.5845 0.3959 -0.3767
Ge -0.0305 -1.1526 0.6784
C -1.7133 -0.7430 1.6652
C -2.8843 -0.5185 0.9503
C -4.0660 -0.2731 1.6273
C -4.0890 -0.2672 3.0124
C -2.9235 -0.4937 3.7251
C -1.7354 -0.7290 3.0540
C -0.1466 -2.6222 -0.6423
C -1.2035 -3.5204 -0.6801
C -1.2283 -4.5251 -1.6336
C -0.2018 -4.6278 -2.5563
C 0.8500 -3.7261 -2.5268
C 0.8810 -2.7289 -1.5699
C 1.6469 -1.2884 1.7226
C 2.2444 -0.1211 2.1814
C 3.4796 -0.1743 2.8011
C 4.1383 -1.3859 2.9388
C 3.5556 -2.5492 2.4652
C 2.3096 -2.5000 1.8649
H -2.8537 -0.5420 -0.1312
H -4.9729 -0.0924 1.0712
H -5.0171 -0.0874 3.5354
H -2.9482 -0.4909 4.8048
H -0.8218 -0.9094 3.6053
H -2.0094 -3.4210 0.0345
H -2.0522 -5.2238 -1.6607
H -0.2252 -5.4056 -3.3048
H 1.6439 -3.8009 -3.2546
H 1.6909 -2.0124 -1.5487
H 1.7494 0.8303 2.0205
H 3.9348 0.7328 3.1697
H 5.1108 -1.4227 3.4074
H 4.0726 -3.4939 2.5573
H 1.8534 -3.4044 1.4828

2.
Computed, not measured: a molecular structure, C24H25ClF3O6S2SiV in a non-equilibrium geometry, with ωB97M-V/def2-TZVPD.

Expectation value of S²: 1.073
Net charge: -1
Highest occupied orbital energy (alpha / beta), eV: -3.944 / -2.706
Strongest force on any atom, hartree/bohr: 0.151
2S+1: 2
HOMO-LUMO gap (alpha / beta), Eh: 0.2338 / 0.1884
E_LUMO (alpha / beta), hartree: 0.08882 / 0.08895

Atoms and positions in Å:
V -0.5594 -0.0361 0.2921
Cl 6.3629 -3.6140 -0.2466
C 5.1687 -2.3794 0.0262
C 5.5951 -1.0855 0.3356
C 4.6679 -0.1048 0.5710
C 3.2620 -0.3544 0.5298
O 2.4141 0.5263 0.8183
C 2.8626 -1.7096 0.1603
C 1.4925 -2.0050 0.0675
O 0.5767 -1.1229 0.1546
C 3.8391 -2.6986 -0.0609
H 6.6522 -0.8755 0.4040
H 4.9934 0.8931 0.8265
H 1.1556 -3.0404 -0.0738
H 3.5278 -3.7030 -0.3066
F -2.9060 1.9206 4.0443
C -2.9546 1.6955 2.7249
F -3.9466 2.4549 2.2370
F -3.3215 0.4118 2.5593
S -1.3208 1.8592 1.7753
O -0.4641 1.0179 2.5608
O -1.0215 3.2561 1.7432
O -1.7964 1.2797 0.5336
C -4.0617 -1.3189 -0.4687
Si -2.1874 -1.7695 -0.2070
C -1.9275 -3.0281 -1.6864
C -2.1243 -2.9600 1.3436
C -2.5177 -4.2963 1.3547
C -2.3423 -5.0895 2.4770
C -1.7884 -4.5593 3.6292
C -1.4030 -3.2295 3.6455
C -1.5625 -2.4500 2.5151
H -4.7190 -2.1521 -0.2385
H -4.2342 -1.0372 -1.5039
H -4.3474 -0.4839 0.1627
H -2.8053 -3.6545 -1.8206
H -1.0729 -3.6788 -1.5217
H -1.7609 -2.4983 -2.6205
H -2.9555 -4.7255 0.4651
H -2.6286 -6.1319 2.4538
H -1.6557 -5.1762 4.5081
H -0.9721 -2.7934 4.5361
H -1.2195 -1.4171 2.5371
C 1.9949 8.2093 0.6805
C 1.6555 6.7659 0.4397
C 0.7351 6.3938 -0.5307
C 0.4584 5.0569 -0.7645
C 1.1058 4.0883 -0.0262
C 1.9938 4.4419 0.9744
C 2.2693 5.7758 1.2017
S 0.8703 2.3203 -0.3485
C 2.4243 2.2892 -1.3547
O -0.1732 2.2267 -1.3878
H 1.6263 8.8394 -0.1263
H 3.0739 8.3379 0.7627
H 1.5490 8.5536 1.6138
H 0.2372 7.1591 -1.1112
H -0.2506 4.7481 -1.5177
H 2.4610 3.6643 1.5589
H 2.9708 6.0632 1.9731
H 2.3561 3.0457 -2.1276
H 2.4889 1.2978 -1.7895
H 3.2645 2.4681 -0.6987

3.
Computed, not measured: a molecular structure, C24H25Co2O7Si in a non-equilibrium geometry, with ωB97M-V/def2-TZVPD.

Net charge: -1
Relative energy (zero: lowest compared OMol25 entry of this formula, charge and spin), kJ/mol: 0.0
Highest occupied orbital energy, eV: -3.464
Strongest force on any atom, hartree/bohr: 0.099
2S+1: 1
HOMO-LUMO gap, Eh: 0.2166
E_LUMO, hartree: 0.08929

Atoms and positions in Å:
C 4.4189 -3.3814 1.9323
Si 3.1009 -2.0774 2.1185
C 2.1093 -2.2233 3.7025
C 3.7210 -0.3702 1.7364
O 2.0860 -2.4959 0.8214
C 0.7417 -2.3221 0.7418
C 0.1840 -1.0795 0.5358
C -0.9648 -0.6934 1.3781
C -1.9083 -1.8935 1.6469
C -1.1515 -3.1573 2.0848
C -0.1130 -3.5128 1.0193
H 5.2435 -3.2347 2.6442
H 4.0122 -4.3915 2.0883
H 4.8437 -3.3505 0.9171
H 2.7879 -2.1431 4.5627
H 1.3660 -1.4207 3.7863
H 1.5886 -3.1871 3.7760
H 4.6134 -0.1479 2.3355
H 3.9945 -0.2843 0.6768
H 2.9724 0.4024 1.9479
H 0.7831 -0.3067 0.0389
H -0.6545 -0.2913 2.3598
H -1.5401 0.0880 0.8758
H -2.6851 -1.6187 2.3844
H -2.4115 -2.1468 0.6924
H -0.7054 -3.0445 3.0875
H -1.8631 -3.9880 2.1960
H -0.6337 -3.7259 0.0674
H 0.4664 -4.3986 1.3084
O 1.9620 4.1773 -2.6187
C 1.5434 3.3055 -1.9669
Co 1.0150 1.9300 -1.0588
C 2.3842 0.8958 -1.3629
O 3.3422 0.3410 -1.6922
C 1.0732 2.2878 0.6492
O 1.1229 2.5085 1.7914
C -1.4497 1.4549 -1.8530
C -1.7223 2.8557 -1.8877
C -2.1697 3.6295 -0.7713
C -2.6817 4.9103 -0.9557
C -2.4390 5.6048 -2.1373
C -1.9289 4.9108 -3.2366
C -1.6027 3.5584 -3.1207
C -0.7576 0.3251 -2.2237
C 0.4868 -0.2388 -2.4002
Co -2.4459 -0.0559 -1.9063
C -3.4529 0.4076 -0.5538
O -4.1428 0.7130 0.3256
C -2.3381 -1.7763 -2.0228
O -2.3964 -2.9394 -2.0793
C -3.7222 -0.2907 -3.0540
O -4.6188 -0.4989 -3.7657
H -2.1450 3.1903 0.2297
H -3.2378 5.3834 -0.1379
H -2.7140 6.6547 -2.2026
H -1.7612 5.4421 -4.1791
H -1.2609 3.0075 -4.0016
H 0.6983 -1.1752 -1.8656
H 0.9574 -0.1220 -3.4046

4.
Computed, not measured: 2 unconnected molecules or ions with the total composition C24H25F3N2O5 in a non-equilibrium geometry, with ωB97M-V/def2-TZVPD.

Relative energy (zero: lowest compared OMol25 entry of this formula, charge and spin), kJ/mol: 155.0
Highest occupied orbital energy, eV: -9.161
SMILES: O=C(CC(=O)c1ccccc1)CC(=O)C(F)(F)F.CNC(=O)[C@H](Cc1ccccc1)NC(C)=O
Strongest force on any atom, hartree/bohr: 0.069
2S+1: 1
HOMO-LUMO gap, Eh: 0.3283
E_LUMO, hartree: -0.00832

Atoms and positions in Å:
O 3.4390 4.2924 -2.0800
C 2.3462 3.9508 -1.6609
C 1.8067 2.6121 -2.1137
C 1.9979 1.5909 -1.0105
O 1.0267 1.4170 -0.2874
C 3.2360 0.7937 -0.8351
C 4.4813 1.2136 -1.3474
C 5.6407 0.4599 -1.1359
C 5.5792 -0.7427 -0.4305
C 4.3533 -1.1863 0.0681
C 3.1972 -0.4225 -0.1247
C 1.5350 4.9265 -0.8319
C 1.4101 6.2484 -1.5906
O 2.2595 7.1105 -1.3715
C 0.2115 6.5057 -2.5387
F -0.9504 6.4715 -1.8301
F 0.1510 5.5241 -3.4800
F 0.2852 7.7085 -3.1733
H 0.7462 2.6998 -2.3587
H 2.3287 2.2820 -3.0145
H 4.5840 2.1321 -1.9141
H 6.5912 0.8082 -1.5298
H 6.4787 -1.3306 -0.2711
H 4.2942 -2.1195 0.6206
H 2.2595 -0.7806 0.2931
H 2.0412 5.0952 0.1206
H 0.5461 4.5147 -0.6220
C -1.6904 -1.8880 4.7801
N -0.7489 -1.3606 3.7903
C -0.5412 -1.7897 2.5401
O 0.3419 -1.2523 1.8882
C -1.4323 -2.9037 1.9441
C -1.0233 -3.3967 0.5391
C -1.5290 -2.5730 -0.6387
C -0.8176 -1.4406 -1.0761
C -1.2837 -0.6832 -2.1640
C -2.4642 -1.0579 -2.8273
C -3.1788 -2.1904 -2.3997
C -2.7118 -2.9462 -1.3087
N -2.8474 -2.5131 1.9201
C -3.8434 -3.2337 2.4290
C -5.2418 -2.7277 2.1664
O -3.6708 -4.2500 3.0876
H -1.3933 -1.5617 5.7780
H -2.6975 -1.5199 4.5769
H -1.7007 -2.9800 4.7594
H -0.1426 -0.6064 4.0742
H -1.3121 -3.7550 2.6147
H 0.0638 -3.4673 0.4864
H -1.4037 -4.4125 0.4229
H 0.0919 -1.1448 -0.5767
H -0.7312 0.1875 -2.4858
H -2.8196 -0.4776 -3.6671
H -4.0827 -2.4847 -2.9144
H -3.2595 -3.8209 -0.9887
H -3.0826 -1.6915 1.3865
H -5.3412 -1.7155 2.5535
H -5.9536 -3.3846 2.6655
H -5.4283 -2.7336 1.0942

5.
Computed, not measured: a molecular structure, C24H25F3NSTeW in a non-equilibrium geometry, with ωB97M-V/def2-TZVPD.

Expectation value of S²: 2.079
Net charge: +3
Highest occupied orbital energy (alpha / beta), eV: -16.934 / -16.940
Strongest force on any atom, hartree/bohr: 0.026
2S+1: 3
HOMO-LUMO gap (alpha / beta), Eh: 0.1574 / 0.1713
E_LUMO (alpha / beta), hartree: -0.46486 / -0.45122

Atoms and positions in Å:
W -0.3977 0.5565 0.9780
C 3.0126 0.9971 4.4993
C 2.6437 0.9375 3.0050
C 3.1986 2.1380 2.2443
C 1.1436 0.8197 2.9240
C 0.4977 -0.4417 2.9424
C -0.9110 -0.5608 3.0036
C -1.7524 0.5758 3.0586
C -3.2359 0.4724 3.2544
C -1.1109 1.8247 2.8877
C 0.2976 1.9496 2.8436
H 4.0971 1.0476 4.5897
H 2.6728 0.1193 5.0493
H 2.5979 1.8916 4.9683
H 3.0590 0.0122 2.5938
H 2.9764 3.0793 2.7507
H 2.8247 2.2019 1.2175
H 4.2839 2.0668 2.1916
H 1.1061 -1.3395 2.9489
H -1.3540 -1.5479 3.0684
H -3.5833 1.3082 3.8608
H -3.4902 -0.4593 3.7558
H -3.7703 0.5104 2.3029
H -1.7134 2.7246 2.8333
H 0.7295 2.9382 2.7479
F 1.3301 3.8007 -4.1318
C 0.6009 3.4816 -3.0828
F 0.5557 4.5156 -2.2376
F -0.6475 3.2109 -3.4737
C 1.1770 2.2724 -2.3599
C 2.3457 1.6360 -2.7806
C 2.8527 0.5480 -2.0798
C 2.1765 0.0887 -0.9627
N 1.0437 0.6948 -0.5730
C 0.5645 1.7601 -1.2420
S -0.8784 2.3672 -0.3676
H 2.8625 2.0040 -3.6593
H 3.7601 0.0532 -2.3982
H 2.5105 -0.7603 -0.3825
C -1.5877 -3.0492 -0.6307
Te -2.1954 -0.9981 -0.4351
C -1.6018 -0.8033 -2.4752
C -1.9258 -2.1951 -2.9732
C -2.2231 -2.3970 -4.3186
C -2.4983 -3.6767 -4.7737
C -2.4924 -4.7488 -3.8904
C -2.2125 -4.5494 -2.5482
C -1.9209 -3.2673 -2.0902
H -2.1887 -3.6294 0.0645
H -0.5317 -3.1175 -0.3763
H -0.5475 -0.5294 -2.5093
H -2.2154 -0.0131 -2.9034
H -2.2487 -1.5594 -5.0045
H -2.7353 -3.8311 -5.8174
H -2.7242 -5.7439 -4.2447
H -2.2265 -5.3867 -1.8618

6.
Computed, not measured: a molecular structure, C24H25F6N5PRuS4 in a non-equilibrium geometry, with ωB97M-V/def2-TZVPD.

Net charge: +1
Relative energy (zero: lowest compared OMol25 entry of this formula, charge and spin), kJ/mol: 422.2
Highest occupied orbital energy (alpha / beta), eV: -10.487 / -10.537
Strongest force on any atom, hartree/bohr: 0.053
2S+1: 1
HOMO-LUMO gap (alpha / beta), Eh: 0.1988 / 0.2017
E_LUMO (alpha / beta), hartree: -0.18653 / -0.18552

Atoms and positions in Å:
Ru 0.7938 1.1072 -0.3396
S 3.0861 1.4200 -0.8779
C 2.9922 0.5424 -2.4074
C 4.0411 -0.3209 -2.7137
C 3.9412 -1.1696 -3.8013
C 2.8146 -1.1376 -4.6124
C 1.8073 -0.2213 -4.3637
C 1.8944 0.6167 -3.2622
S 0.7158 1.9217 -2.9859
C -0.9259 1.1360 -3.0263
C -1.7853 1.7297 -1.9477
C -3.1356 1.9563 -2.1684
C -3.9115 2.4341 -1.1284
C -3.3170 2.7215 0.0914
C -1.9538 2.5192 0.2351
C -1.2510 2.9490 1.4890
S 0.0404 1.7893 2.1063
C 1.3343 2.9597 2.4470
C 1.7415 3.1639 3.7572
C 2.7105 4.1160 4.0375
C 3.2581 4.8687 3.0080
C 2.8734 4.6459 1.6955
C 1.9179 3.6753 1.4023
S 1.4689 3.4168 -0.2738
N -1.2301 2.0064 -0.7633
H 4.8946 -0.3680 -2.0504
H 4.7422 -1.8667 -4.0042
H 2.7295 -1.8129 -5.4526
H 0.9594 -0.1489 -5.0331
H -0.7871 0.0717 -2.8413
H -1.3775 1.2978 -4.0024
H -3.5689 1.7436 -3.1355
H -4.9718 2.5943 -1.2712
H -3.9006 3.1169 0.9108
H -1.9625 3.0874 2.3002
H -0.7413 3.8926 1.2970
H 1.3014 2.5750 4.5518
H 3.0315 4.2696 5.0583
H 4.0022 5.6235 3.2242
H 3.3144 5.2013 0.8776
C -1.4368 -4.3308 2.5774
C -2.6087 -4.4084 1.6001
C -2.1743 -4.9817 0.2527
C -3.2825 -3.0406 1.4322
N -2.4204 -2.0524 0.8018
C -1.5818 -1.1706 1.3491
N -1.0555 -0.4544 0.3831
N -1.6170 -0.8990 -0.7556
N -2.4357 -1.8482 -0.5188
H -1.0789 -5.3329 2.8104
H -1.7373 -3.8586 3.5161
H -0.6036 -3.7733 2.1448
H -3.3810 -5.0547 2.0262
H -1.3548 -4.3979 -0.1704
H -3.0006 -4.9862 -0.4599
H -1.8259 -6.0061 0.3798
H -3.5846 -2.6488 2.4030
H -4.1607 -3.1294 0.7943
H -1.3265 -1.1148 2.3935
F 1.5801 -0.8372 1.1555
P 1.9025 -2.1525 0.1595
F 1.1971 -1.1828 -1.0728
F 0.4286 -2.7189 0.4657
F 2.4941 -2.9621 1.3723
F 2.1500 -3.2855 -0.9131
F 3.3276 -1.4958 -0.1535

7.
Computed, not measured: a single C24H25N5O4 molecule in a non-equilibrium geometry, with ωB97M-V/def2-TZVPD.

Relative energy (zero: lowest compared OMol25 entry of this formula, charge and spin), kJ/mol: 221.0
Highest occupied orbital energy, eV: -8.153
SMILES: COc1cccc(/C=N/NC(=O)c2[nH]c(C)c(C(=O)N/N=C/c3cccc(OC)c3)c2C)c1
Strongest force on any atom, hartree/bohr: 0.023
2S+1: 1
HOMO-LUMO gap, Eh: 0.2945
E_LUMO, hartree: -0.00514

Atoms and positions in Å:
C -9.6533 -1.5931 0.2578
O -8.6035 -2.5266 0.3455
C -7.3241 -2.0854 0.2266
C -6.3326 -3.0659 0.3210
C -5.0011 -2.7202 0.2087
C -4.6303 -1.4039 0.0075
C -5.6065 -0.4122 -0.0832
C -5.2690 0.9797 -0.2872
N -4.0612 1.3926 -0.2791
N -3.7971 2.6855 -0.4754
C -2.5458 3.2936 -0.4881
O -2.5163 4.4892 -0.7183
C -1.3880 2.4723 -0.2189
N -1.4548 1.1306 0.0658
C -0.2251 0.6372 0.2921
C -0.0352 -0.7899 0.6725
C 0.6854 1.6834 0.1556
C 2.1462 1.6391 0.3535
O 2.7849 2.5280 0.8786
N 2.7057 0.4771 -0.1285
N 3.9836 0.0349 -0.1187
C 4.9425 0.6710 0.4328
C 6.2850 0.1198 0.4045
C 7.3237 0.8134 1.0207
C 8.6067 0.2951 0.9988
C 8.8659 -0.9051 0.3695
C 7.8319 -1.6103 -0.2538
O 8.1915 -2.7836 -0.8476
C 7.1961 -3.5344 -1.4983
C 6.5461 -1.0957 -0.2333
C -0.0512 2.8533 -0.1544
C 0.5088 4.2041 -0.3997
C -6.9551 -0.7635 0.0229
H -9.6677 -1.0947 -0.7168
H -10.5693 -2.1686 0.3799
H -9.5909 -0.8419 1.0518
H -6.6369 -4.0880 0.4789
H -4.2449 -3.4878 0.2778
H -3.5904 -1.1388 -0.0936
H -6.1009 1.6752 -0.4441
H -4.5706 3.3327 -0.6503
H -2.3467 0.6490 0.1043
H -0.8870 -1.1329 1.2580
H 0.8664 -0.9143 1.2665
H 0.0394 -1.4273 -0.2108
H 2.1008 -0.1580 -0.6312
H 4.8228 1.6252 0.9381
H 7.1226 1.7532 1.5125
H 9.4132 0.8317 1.4761
H 9.8600 -1.3223 0.3428
H 6.7432 -2.9727 -2.3216
H 6.4129 -3.8518 -0.8022
H 7.7022 -4.4127 -1.8963
H 5.7166 -1.6010 -0.6990
H 0.7990 4.3033 -1.4463
H -0.2400 4.9614 -0.1868
H 1.3916 4.3564 0.2151
H -7.6993 0.0145 -0.0526

8.
Computed, not measured: a molecular structure, C24H25NO5PSSe2W in a non-equilibrium geometry, with ωB97M-V/def2-TZVPD.

Net charge: +1
Relative energy (zero: lowest compared OMol25 entry of this formula, charge and spin), kJ/mol: 103.5
Highest occupied orbital energy, eV: -11.312
Strongest force on any atom, hartree/bohr: 0.048
2S+1: 1
HOMO-LUMO gap, Eh: 0.2596
E_LUMO, hartree: -0.15606

Atoms and positions in Å:
W -0.1141 0.3965 -1.4619
Se -0.1655 -1.3275 -3.0086
P -1.3704 -1.2598 0.0909
Se 0.1741 -0.0254 1.0262
C -2.7813 -1.1553 1.2256
C -4.0088 -1.6432 0.7727
C -5.1063 -1.6671 1.6169
C -4.9883 -1.1862 2.9126
C -3.7761 -0.6825 3.3597
C -2.6710 -0.6603 2.5223
C -0.7724 -2.9683 0.1012
C -1.5904 -3.9196 -0.5115
C -1.1928 -5.2440 -0.5896
C 0.0338 -5.6263 -0.0614
C 0.8484 -4.6836 0.5477
C 0.4515 -3.3562 0.6289
H -4.1176 -1.9989 -0.2447
H -6.0520 -2.0508 1.2588
H -5.8462 -1.1966 3.5716
H -3.6881 -0.3000 4.3677
H -1.7355 -0.2653 2.8879
H -2.5451 -3.6340 -0.9392
H -1.8355 -5.9729 -1.0647
H 0.3528 -6.6579 -0.1264
H 1.8013 -4.9809 0.9651
H 1.0889 -2.6289 1.1137
C 4.4623 1.3850 4.3297
C 3.9368 1.5644 2.9330
C 4.1578 0.5971 1.9561
C 3.6313 0.7235 0.6820
C 2.8900 1.8591 0.3842
C 2.6787 2.8612 1.3277
C 3.2054 2.7029 2.5965
S 2.1420 2.0143 -1.1773
O 1.9027 0.5600 -1.6638
O 2.9586 2.8011 -2.0321
N 0.6152 2.3521 -1.1221
C -0.2373 3.2302 -0.3465
C -1.6659 2.7066 -0.5168
O -2.6301 3.3418 -0.2263
O -1.7361 1.4526 -1.0178
H 5.2321 0.6167 4.3685
H 3.6559 1.0863 5.0022
H 4.8802 2.3151 4.7138
H 4.7502 -0.2762 2.1988
H 3.7928 -0.0469 -0.0591
H 2.1478 3.7696 1.0748
H 3.0520 3.4777 3.3375
H -0.1966 4.2628 -0.6895
H -0.0177 3.1871 0.7239
C 0.8694 2.0584 -5.3248
O 0.5442 1.7653 -3.9434
C -0.5384 1.2847 -3.4613
C -1.7253 1.1869 -4.3486
H 0.1797 2.7928 -5.7342
H 0.8316 1.1275 -5.8879
H 1.8783 2.4503 -5.2866
H -1.5110 0.4621 -5.1365
H -1.9262 2.1522 -4.8217
H -2.6040 0.8706 -3.7937

The highest 2S+1 belongs to which entry?
C24H25F3NSTeW

Which of these has the highest 2S+1?
C24H25F3NSTeW